Record 1
The following is a quantum chemistry calculation of a 2-piece molecular cluster, H4O3Si overall, from OMol25.

Geometry as ORCA input:
```
! wB97M-V def2-TZVPD RIJCOSX def2/J DEFGRID3
* xyz 0 1
O 0.18 -1.79 -0.37
O -1.61 1.17 -0.22
O 0.86 1.20 -0.59
Si -0.28 0.48 0.34
H -0.10 -1.71 -1.30
H -1.51 1.84 -0.92
H 1.83 1.03 -0.52
H 0.01 -0.02 1.60
*
```

Properties
Kohn-Sham gap ... 9.276 eV
ΔE to the lowest compared entry with this formula, charge and spin ... 64.3 kcal per mole

---

Record 2
The following is a quantum chemistry calculation of a 2-piece molecular cluster, C7H21NO4PS overall, from OMol25.

Geometry as ORCA input:
```
! wB97M-V def2-TZVPD RIJCOSX def2/J DEFGRID3
* xyz 1 1
C -0.58 0.62 5.72
N 0.56 -0.42 5.71
S 0.37 -1.26 4.15
H -0.34 1.34 4.80
H -0.60 1.27 6.69
H -1.63 0.12 5.53
H 1.46 0.10 5.76
H 0.45 -1.15 6.46
H 1.36 -0.63 3.35
O 0.89 0.65 -0.06
P 0.62 0.08 -1.47
O 0.48 1.56 -2.20
C 1.66 2.26 -2.51
C 2.30 1.71 -3.77
O -1.01 -0.15 -1.21
C -1.47 -0.52 0.09
C -2.01 0.70 0.83
O 0.32 -0.57 -3.05
C 0.20 -1.98 -3.15
C -1.26 -2.41 -3.07
H 2.36 2.23 -1.67
H 1.39 3.31 -2.67
H 2.67 0.70 -3.60
H 3.14 2.34 -4.09
H 1.57 1.66 -4.59
H -0.68 -1.02 0.66
H -2.28 -1.25 -0.04
H -1.28 1.51 0.86
H -2.29 0.44 1.85
H -2.89 1.09 0.31
H 0.80 -2.47 -2.38
H 0.60 -2.26 -4.13
H -1.58 -2.49 -2.03
H -1.39 -3.40 -3.52
H -1.92 -1.70 -3.57
*
```

Properties
Kohn-Sham gap ... 7.502 eV

---

Record 3
The following is a quantum chemistry calculation of a single C2H5NO4 molecule, from OMol25.

Geometry as ORCA input:
```
! wB97M-V def2-TZVPD RIJCOSX def2/J DEFGRID3
* xyz 0 1
C -0.47 0.95 0.16
C 0.53 -0.49 -0.31
O 0.46 -0.82 -1.65
O 0.46 -1.56 0.45
N 1.94 0.17 -0.04
O 2.56 -0.30 0.87
O 2.25 1.07 -0.75
H -1.33 0.60 0.56
H 0.19 1.35 0.90
H -0.35 1.62 -0.70
H 0.72 -1.71 -1.82
H 1.36 -1.38 0.99
*
```

Properties
Kohn-Sham gap ... 10.703 eV
SMILES string ... CC(O)(O)[N+](=O)[O-]
ΔE to the lowest compared entry with this formula, charge and spin ... 130.3 kcal per mole

---

Record 4
The following is a quantum chemistry calculation of a 3-piece molecular cluster, C7H17NO2 overall, from OMol25.

Geometry as ORCA input:
```
! wB97M-V def2-TZVPD RIJCOSX def2/J DEFGRID3
* xyz 0 1
C -0.03 -0.44 -0.65
C -1.12 -0.52 0.20
C 0.14 1.30 1.26
C -1.03 -2.14 -1.81
C 1.29 -1.09 -0.39
C 0.69 0.70 2.53
C 1.08 2.27 0.59
N -2.34 0.04 -0.07
O -0.11 0.46 -1.70
O -0.17 -2.19 -2.90
H 0.67 1.03 -1.68
H -0.13 -1.29 -3.27
H -1.08 -1.26 0.98
H -0.84 1.76 1.41
H -3.08 -0.09 0.60
H -2.34 0.80 -0.73
H -2.03 -1.75 -2.04
H -1.03 -3.09 -1.28
H 2.06 -0.34 -0.22
H 1.24 -1.73 0.49
H 1.58 -1.69 -1.25
H 0.96 1.46 3.29
H -0.04 0.04 3.02
H 1.60 0.12 2.34
H 0.64 2.73 -0.29
H 2.03 1.79 0.31
H 1.38 3.11 1.25
*
```

Properties
Kohn-Sham gap (alpha / beta) ... 6.455 / 6.904 eV
ΔE to the lowest compared entry with this formula, charge and spin ... 139.1 kcal per mole

---

Record 5
The following is a quantum chemistry calculation of a single C5H13NO2 molecule, from OMol25.

Geometry as ORCA input:
```
! wB97M-V def2-TZVPD RIJCOSX def2/J DEFGRID3
* xyz 0 1
C 1.43 0.85 -0.59
C 0.09 0.38 -0.05
N 0.08 -0.96 0.59
C 0.74 -1.09 1.82
O 2.20 -1.22 2.07
C -1.04 0.35 -1.14
C -2.36 -0.15 -0.61
O -1.19 1.60 -1.81
H 1.43 1.94 -0.72
H 1.62 0.40 -1.57
H 2.25 0.56 0.08
H -0.13 0.95 0.87
H 0.00 -1.67 -0.12
H 0.36 -0.32 2.48
H 0.66 -2.18 2.06
H 2.72 -0.41 1.97
H -0.54 -0.22 -1.93
H -2.40 0.10 0.46
H -2.31 -1.22 -0.91
H -3.22 0.18 -1.20
H -0.38 2.13 -1.75
*
```

Properties
Kohn-Sham gap ... 10.167 eV
SMILES string ... C[C@H](NCO)[C@@H](C)O
ΔE to the lowest compared entry with this formula, charge and spin ... 60.5 kcal per mole

---

Record 6
The following is a quantum chemistry calculation of C8H11O3STi as an isolated structure, from OMol25.

Geometry as ORCA input:
```
! wB97M-V def2-TZVPD RIJCOSX def2/J DEFGRID3
* xyz 3 1
Ti -0.13 0.47 0.29
C 1.40 -2.54 -1.05
C 0.67 -1.78 -0.01
C 1.36 -1.14 1.08
C 0.65 -0.65 2.20
C -0.77 -0.69 2.22
C -1.47 -1.27 1.13
C -0.77 -1.79 0.02
H 1.11 -3.60 -1.00
H 2.49 -2.49 -0.93
H 1.14 -2.24 -2.07
H 2.45 -1.27 1.15
H 1.20 -0.39 3.12
H -1.31 -0.46 3.15
H -2.55 -1.46 1.21
H -1.31 -2.39 -0.73
C -0.68 3.84 -1.76
S -0.37 2.38 -0.85
O -1.37 1.20 -0.95
O 0.85 1.48 -1.06
O -0.31 2.34 0.68
H -0.32 3.70 -2.79
H -0.17 4.70 -1.31
H -1.76 4.03 -1.77
*
```

Properties
Kohn-Sham gap ... 7.485 eV
ΔE to the lowest compared entry with this formula, charge and spin ... 23.1 kcal per mole

---

| no. | strongest force on any atom (hartree/bohr) |
| --- | --- |
| 1 | 0.1141 |
| 2 | 0.1929 |
| 3 | 0.1325 |
| 4 | 0.0360 |
| 5 | 0.0669 |
| 6 | 0.0450 |